Record 1
DFT (ωB97M-V/def2-TZVPD) results for one molecule with the formula C15H21NO3.

Calculated values
SMILES string = O=C(CN1CCOCC1)OCCCc1ccccc1
Molar mass = 263.3 g/mol

```
40
C15H21NO3 ωB97M-V/def2-TZVPD
O -1.085 -2.224 -0.968
C -1.245 -1.453 -0.062
O -0.313 -0.602 0.372
C 0.949 -0.620 -0.299
C 1.869 -1.688 0.285
H 1.396 -2.664 0.157
H 1.993 -1.502 1.353
C 3.237 -1.689 -0.407
C 3.963 -0.391 -0.196
C 4.575 -0.120 1.022
C 5.220 1.084 1.237
C 5.264 2.037 0.233
C 4.661 1.777 -0.985
C 4.015 0.572 -1.196
H 3.547 0.373 -2.151
H 4.694 2.515 -1.774
H 5.768 2.978 0.399
H 5.693 1.279 2.188
H 4.549 -0.863 1.806
H 3.829 -2.511 0.002
H 3.097 -1.869 -1.475
H 1.371 0.377 -0.155
H 0.781 -0.808 -1.364
C -2.537 -1.307 0.729
N -3.372 -0.287 0.114
C -4.776 -0.428 0.464
C -5.582 0.604 -0.325
O -5.151 1.915 -0.049
C -3.784 2.056 -0.357
C -2.932 1.061 0.430
H -1.884 1.174 0.151
H -3.034 1.270 1.510
H -3.515 3.082 -0.101
H -3.625 1.891 -1.433
H -6.637 0.563 -0.048
H -5.475 0.394 -1.399
H -5.111 -1.431 0.194
H -4.943 -0.271 1.544
H -3.062 -2.263 0.671
H -2.298 -1.077 1.780
```

=====

Record 2
DFT (ωB97M-V/def2-TZVPD) results for C15H22B11Br6N6O2STeY as an isolated structure.

Calculated values
Net charge = +2
Molar mass = 1165.3 g/mol

```
65
C15H22B11Br6N6O2STeY ωB97M-V/def2-TZVPD
Y -0.070 -0.914 -0.761
Br 0.927 -1.993 1.800
B 1.203 -0.402 2.958
B 2.462 -0.562 4.237
C 1.923 0.546 5.399
B 0.752 -0.437 4.696
B 0.315 1.178 5.187
B 1.811 2.228 4.957
B 3.120 1.110 4.319
B 2.663 0.582 2.782
Br 3.915 0.075 1.398
B 2.247 2.273 3.293
Br 3.101 3.705 2.320
B 0.451 2.204 3.805
Br 0.678 1.536 0.497
B -0.136 0.540 3.605
Br -1.953 0.222 3.121
B 0.971 1.290 2.463
Br -0.793 3.751 3.642
H 3.193 -1.508 4.482
H 2.169 0.223 6.446
H 0.217 -1.391 5.263
H -0.560 1.449 5.968
H 2.213 2.965 5.777
H 4.245 1.254 4.580
C -4.853 -1.611 2.320
C -4.502 -0.761 1.141
N -5.164 0.237 0.619
N -4.387 0.847 -0.307
C -3.260 0.213 -0.512
S -2.204 0.439 -1.803
N -3.283 -0.764 0.455
N -2.224 -1.667 0.586
H -5.878 -1.519 2.607
H -4.312 -1.281 3.212
H -4.569 -2.636 2.112
H -4.714 1.720 -0.765
H -2.567 -2.554 0.177
H -2.119 -1.803 1.595
C -1.838 -4.876 -3.284
N -0.812 -3.849 -3.527
C -0.447 -3.552 -4.804
C 0.412 -2.531 -5.051
C 0.864 -1.679 -4.050
O 1.531 -0.606 -4.218
N 0.459 -2.001 -2.835
C -0.324 -3.051 -2.518
O -0.563 -3.166 -1.256
H -2.847 -4.439 -3.189
H -1.640 -5.447 -2.396
H -1.760 -5.540 -4.150
H -0.860 -4.137 -5.612
H 0.664 -2.348 -6.099
Te 2.130 0.375 -2.543
C 2.090 2.109 -3.566
C 3.354 2.579 -3.941
C 3.410 3.810 -4.578
C 2.248 4.440 -4.939
C 0.990 3.953 -4.577
C 0.885 2.785 -3.929
H 4.255 2.084 -3.598
H 4.402 4.140 -4.868
H 2.316 5.394 -5.441
H 0.125 4.413 -5.012
H -0.072 2.356 -3.690
```

=====

Record 3
DFT (ωB97M-V/def2-TZVPD) results for C15H22Br3NO8 as an isolated structure.

Calculated values
Molar mass = 584.1 g/mol

```
49
C15H22Br3NO8 ωB97M-V/def2-TZVPD
C -5.174 4.625 1.081
C -3.948 4.363 0.477
C -3.917 4.141 -0.891
C -5.083 4.106 -1.635
C -6.316 4.310 -0.993
C -6.376 4.487 0.381
N -5.058 3.843 -3.054
O -4.109 3.238 -3.510
O -5.920 4.349 -3.756
H -5.157 4.810 2.148
H -3.110 4.232 1.146
H -2.978 4.035 -1.420
H -7.220 4.269 -1.586
H -7.357 4.693 0.785
C -10.148 3.149 9.044
C -9.362 3.127 10.361
O -10.164 3.719 11.385
C -10.810 2.945 12.272
O -11.177 1.821 12.033
O -11.021 3.639 13.384
C -11.624 2.916 14.450
H -10.114 4.163 8.640
H -11.215 2.972 9.161
H -9.693 2.366 8.436
H -8.381 3.573 10.221
H -9.256 2.074 10.627
H -11.925 3.652 15.198
H -10.912 2.281 14.974
H -12.522 2.422 14.087
C -7.565 -2.118 6.494
C -7.718 -1.035 7.544
O -6.534 -0.234 7.517
C -6.374 0.793 8.332
O -7.138 1.047 9.229
O -5.242 1.393 8.056
C -4.958 2.623 8.703
H -7.440 -1.590 5.536
H -8.463 -2.656 6.191
H -6.691 -2.737 6.666
H -7.728 -1.512 8.525
H -8.588 -0.400 7.403
H -5.676 3.377 8.395
H -3.991 2.912 8.281
H -4.754 2.471 9.763
C -6.977 4.534 5.172
Br -5.397 5.578 4.789
Br -7.624 4.629 7.034
Br -6.619 2.607 4.819
H -7.826 4.921 4.626
```

=====

Record 4
DFT (ωB97M-V/def2-TZVPD) results for C15H22ClNaO4 as an isolated structure.

Calculated values
Molar mass = 324.8 g/mol

```
43
C15H22ClNaO4 ωB97M-V/def2-TZVPD
Na 0.144 -1.153 -0.441
C -2.402 -1.504 1.554
C -2.177 -0.046 1.881
O -1.589 0.598 0.764
C -1.028 1.852 1.109
C -0.034 2.258 0.045
O 0.914 1.254 -0.254
C 2.050 1.134 0.589
C 1.803 0.358 1.876
O 1.037 -0.774 1.538
C 0.640 -1.603 2.611
C -0.312 -2.656 2.058
O -1.235 -2.155 1.089
H -3.132 -1.601 0.749
H -2.807 -2.020 2.433
H -1.517 0.061 2.748
H -3.135 0.422 2.144
H -0.550 1.777 2.090
H -1.810 2.619 1.186
H 0.463 3.189 0.344
H -0.558 2.453 -0.892
H 2.454 2.125 0.827
H 2.777 0.589 -0.012
H 1.276 0.943 2.641
H 2.773 0.067 2.298
H 0.193 -0.989 3.402
H 1.508 -2.122 3.036
H -0.859 -3.127 2.882
H 0.255 -3.427 1.537
Cl -0.407 -3.169 -2.270
C 0.811 -3.778 -1.114
C 0.547 -4.979 -0.486
C 1.429 -5.484 0.456
C 2.585 -4.732 0.727
C 2.851 -3.553 0.073
C 2.000 -3.002 -0.947
C 2.280 -1.800 -1.602
H -0.374 -5.493 -0.732
H 1.230 -6.423 0.954
H 3.305 -5.093 1.453
H 3.773 -3.023 0.285
H 3.256 -1.358 -1.437
H 1.795 -1.578 -2.544
```

=====

Record 5
DFT (ωB97M-V/def2-TZVPD) results for C15H22F2N2O3RhTe as an isolated structure.

Calculated values
Net charge = +1
Molar mass = 546.9 g/mol

```
46
C15H22F2N2O3RhTe ωB97M-V/def2-TZVPD
Rh -0.016 0.981 0.941
C 4.673 1.043 0.414
N 3.874 -0.116 0.014
C 4.627 -1.287 -0.422
C 2.553 -0.070 0.096
O 1.978 0.980 0.459
C 1.776 -1.332 -0.250
O 0.378 -1.165 -0.069
C -0.439 -1.592 -1.151
C -1.065 -0.384 -1.853
O -1.173 0.659 -1.205
N -1.515 -0.539 -3.096
C -2.139 0.589 -3.783
C -1.458 -1.818 -3.798
H 5.014 1.587 -0.467
H 5.537 0.686 0.972
H 4.079 1.698 1.040
H 5.469 -0.949 -1.022
H 4.029 -1.949 -1.039
H 5.006 -1.840 0.439
H 2.125 -2.148 0.387
H 1.990 -1.598 -1.288
H -1.256 -2.187 -0.734
H 0.122 -2.238 -1.826
H -1.882 1.508 -3.268
H -3.224 0.474 -3.794
H -1.771 0.627 -4.807
H -1.815 -2.638 -3.176
H -0.452 -2.042 -4.157
H -2.117 -1.755 -4.660
F 0.278 0.738 3.791
C 0.180 0.016 2.654
F 1.294 -0.793 2.643
H -0.708 -0.636 2.722
Te -0.151 3.405 1.701
C -1.880 2.340 2.183
C -2.357 2.193 3.495
C -3.375 1.305 3.756
C -3.915 0.511 2.737
C -3.445 0.630 1.449
C -2.435 1.561 1.157
H -1.913 2.760 4.302
H -3.748 1.207 4.768
H -4.710 -0.187 2.964
H -3.876 0.041 0.650
H -2.148 1.724 0.130
```

=====

Quick rundown of strongest force on any atom, same order as above: 0.5 2.9 2.7 0.6 0.8 eV Å⁻¹
Quick rundown of E_HOMO, same order as above: -8.9 -13.8 -10.2 -5.4 -10.2 eV
Quick rundown of E, same order as above: -23528.182 -475813.668 -243905.492 -41039.287 -40764.017 eV